ORCA calculation (the ωB97M-V functional and the def2-TZVPD basis) on a structure of composition C31H73Br3F3N4O10Zr at a distorted geometry.

Results
Expectation value of S²   0.755
DFT total energy   -10264.34504 Ha
Strongest force on any atom   10.4 eV/A
Multiplicity   2
HOMO energy (alpha / beta)   -13.5010 / -13.5010 eV
LUMO (alpha / beta)   -6.77 / -9.96 eV
Net charge   +2
Orbital gap (alpha / beta)   0.2474 / 0.1301 Ha

Element x y z (Å)
Zr1 0.221 -0.725 3.747
C1 3.514 -2.156 4.083
O1 3.993 -0.893 4.579
O2 2.217 -1.802 3.757
C2 4.449 -2.794 2.932
F1 5.694 -2.998 3.326
F2 3.989 -3.974 2.610
F3 4.556 -2.082 1.791
C3 5.093 -0.909 5.485
C4 5.276 0.549 5.899
H1 5.094 1.259 5.092
H2 4.512 0.710 6.660
H3 6.219 0.613 6.441
H4 5.901 -1.359 4.908
H5 4.873 -1.437 6.413
H6 3.448 -2.945 4.832
C5 1.445 -0.897 -0.543
C6 0.427 -1.661 0.384
C7 0.895 -2.986 0.715
O3 0.068 -0.987 1.543
H7 1.675 -1.377 -1.494
H8 2.413 -0.849 -0.044
H9 1.087 0.093 -0.825
H10 -0.473 -1.726 -0.226
H11 0.150 -3.476 1.342
H12 1.875 -2.992 1.192
H13 1.044 -3.448 -0.261
O4 -1.609 -4.009 5.453
C8 -1.074 -2.941 4.888
O5 -0.513 -2.023 5.410
O6 -1.048 -2.610 3.678
H14 -1.951 -4.550 4.738
C9 4.049 -3.173 -1.790
Br1 2.897 -4.689 -2.359
Br2 3.988 -1.648 -3.099
Br3 5.873 -3.881 -1.353
H15 3.605 -2.878 -0.839
C10 -2.792 3.917 -3.523
C11 -2.726 2.408 -3.769
C12 -1.967 2.048 -5.090
C13 -0.437 2.301 -5.166
C14 0.309 1.444 -4.104
C15 1.798 1.753 -4.087
H16 -3.253 4.161 -2.566
H17 -3.357 4.377 -4.334
H18 -1.766 4.246 -3.687
H19 -2.236 1.967 -2.900
H20 -3.708 1.939 -3.833
H21 -2.397 2.575 -5.942
H22 -2.238 1.014 -5.303
H23 0.002 2.133 -6.149
H24 -0.222 3.368 -5.111
H25 -0.050 1.637 -3.093
H26 0.349 0.400 -4.413
H27 2.292 1.286 -4.939
H28 1.989 2.822 -3.990
H29 2.222 1.251 -3.217
C16 -0.383 4.651 0.736
C17 0.004 3.384 -0.144
C18 1.421 3.505 -0.771
O7 1.714 4.682 -1.444
C19 3.047 4.944 -1.775
N1 -0.176 2.224 0.680
H30 0.232 4.751 1.631
H31 -1.393 4.574 1.138
H32 -0.270 5.580 0.177
H33 -0.728 3.432 -0.950
H34 1.534 2.683 -1.478
H35 2.144 3.327 0.025
H36 3.154 5.813 -2.424
H37 3.542 4.101 -2.258
H38 3.492 5.242 -0.825
H39 0.027 1.447 0.067
H40 -1.143 2.044 0.911
C20 -4.247 -1.798 0.443
C21 -4.364 -2.975 1.366
C22 -5.563 -3.847 1.016
O8 -6.805 -3.241 1.165
C23 -7.222 -2.637 2.381
N2 -3.132 -3.778 1.208
H41 -3.328 -1.266 0.687
H42 -5.008 -1.036 0.614
H43 -4.353 -2.053 -0.612
H44 -4.420 -2.604 2.390
H45 -5.545 -4.727 1.659
H46 -5.450 -4.120 -0.033
H47 -6.849 -1.614 2.423
H48 -6.986 -3.272 3.236
H49 -8.299 -2.476 2.335
H50 -2.338 -3.170 1.350
H51 -3.061 -4.075 0.245
C24 -4.467 -0.915 -4.526
C25 -3.447 -1.934 -4.810
C26 -2.235 -1.890 -3.852
O9 -1.263 -2.793 -4.386
C27 -0.239 -3.163 -3.478
N3 -4.102 -3.217 -4.627
H52 -4.113 0.043 -4.908
H53 -4.668 -0.857 -3.457
H54 -5.434 -1.159 -4.967
H55 -3.141 -1.868 -5.854
H56 -2.507 -2.192 -2.840
H57 -1.884 -0.860 -3.793
H58 0.515 -2.409 -3.255
H59 0.341 -3.878 -4.062
H60 -0.670 -3.615 -2.585
H61 -3.368 -3.878 -4.836
H62 -4.532 -3.406 -3.733
C28 3.070 1.024 1.694
C29 2.410 1.666 2.913
C30 2.555 3.178 2.954
O10 1.919 3.744 4.066
C31 2.191 5.091 4.252
N4 1.028 1.317 3.051
H63 4.150 1.177 1.696
H64 2.790 1.357 0.695
H65 3.036 -0.064 1.746
H66 2.934 1.351 3.815
H67 2.219 3.595 2.004
H68 3.632 3.339 3.000
H69 1.642 5.882 3.741
H70 3.269 5.182 4.115
H71 2.025 5.241 5.319
H72 0.716 1.781 2.210
H73 0.694 2.038 3.675

ORCA calculation (the ωB97M-V functional and the def2-TZVPD basis) on an isolated molecule of C2H3N2OP at a distorted geometry.

Results
Expectation value of S²   2.058
DFT total energy   -603.76564 Ha
Strongest force on any atom   3.2 eV/A
Multiplicity   3
HOMO energy (alpha / beta)   -7.0521 / -8.6621 eV
ΔE to the lowest compared entry with this formula, charge and spin   522.5 kJ/mol
LUMO (alpha / beta)   0.05 / -2.18 eV
Orbital gap (alpha / beta)   0.2609 / 0.2382 Ha

Element x y z (Å)
C1 -0.636 0.898 0.026
C2 2.612 0.197 -0.049
N1 0.186 -1.112 -0.127
N2 -0.933 -0.420 0.050
O1 -2.190 -0.970 0.108
P1 1.022 0.394 -0.331
H1 -1.431 1.668 -0.246
H2 3.333 1.141 -0.003
H3 -1.964 -1.795 0.571

ORCA calculation (the ωB97M-V functional and the def2-TZVPD basis) on a cluster of 2 separate species, ClHIOPS in total at a distorted geometry.

Results
DFT total energy   -1573.26039 Ha
Strongest force on any atom   2.3 eV/A
HOMO energy (alpha / beta)   -9.5875 / -9.1376 eV
ΔE to the lowest compared entry with this formula, charge and spin   243.0 kJ/mol
LUMO (alpha / beta)   -2.54 / -4.12 eV
Orbital gap (alpha / beta)   0.2589 / 0.1845 Ha

Element x y z (Å)
O1 0.395 -0.026 -0.233
P1 1.740 -0.091 -1.086
S1 1.705 -0.702 -2.982
Cl1 2.287 1.873 -1.243
I1 1.532 -1.817 2.477
H1 0.723 -0.323 0.654

ORCA calculation (the ωB97M-V functional and the def2-TZVPD basis) on a structure of composition C54H49HfN5O4P2S2Se2 at a distorted geometry.

Results
DFT total energy   -8991.42882 Ha
Strongest force on any atom   1.7 eV/A
HOMO energy   -12.8477 eV
ΔE to the lowest compared entry with this formula, charge and spin   23.2 kJ/mol
LUMO   -5.16 eV
Net charge   +2
Orbital gap   0.2826 Ha

Element x y z (Å)
Hf1 -0.252 -0.686 0.756
C1 1.685 -0.159 4.399
Se1 2.010 0.379 2.563
C2 1.826 2.307 2.779
C3 0.520 2.776 3.403
Se2 -0.907 1.592 2.896
C4 -2.446 2.553 3.563
H1 2.451 0.335 4.994
H2 1.806 -1.240 4.451
H3 0.681 0.114 4.712
H4 1.967 2.714 1.777
H5 2.680 2.604 3.392
H6 0.279 3.781 3.051
H7 0.575 2.783 4.493
H8 -2.305 2.689 4.634
H9 -3.315 1.927 3.381
H10 -2.552 3.505 3.048
O1 0.378 1.426 -3.034
C5 1.713 1.624 -3.335
C6 2.185 2.598 -4.211
C7 3.533 2.629 -4.522
C8 4.413 1.708 -3.975
C9 3.941 0.809 -3.040
C10 2.592 0.782 -2.672
P1 2.093 -0.350 -1.310
C11 3.586 -0.175 -0.273
C12 4.450 -1.171 0.160
C13 5.558 -0.856 0.941
C14 5.823 0.459 1.283
C15 4.974 1.468 0.843
C16 3.869 1.153 0.076
C17 2.088 -1.883 -2.300
C18 3.175 -2.731 -2.476
C19 3.079 -3.821 -3.330
C20 1.902 -4.066 -4.023
C21 0.825 -3.203 -3.876
C22 0.919 -2.117 -3.021
C23 -0.559 2.352 -3.463
C24 -0.718 2.660 -4.807
C25 -1.587 3.676 -5.166
C26 -2.277 4.383 -4.188
C27 -2.172 3.996 -2.865
C28 -1.350 2.930 -2.484
P2 -1.488 2.170 -0.821
C29 -1.847 3.670 0.150
C30 -0.723 4.421 0.492
C31 -0.852 5.649 1.117
C32 -2.114 6.147 1.419
C33 -3.239 5.412 1.084
C34 -3.105 4.183 0.449
C35 -3.102 1.227 -1.177
C36 -4.113 1.874 -2.091
C37 -4.844 1.171 -2.955
C38 -4.692 -0.277 -3.095
C39 -3.675 -0.898 -2.508
C40 -2.609 -0.113 -1.793
H11 1.525 3.325 -4.650
H12 3.892 3.381 -5.211
H13 5.456 1.710 -4.248
H14 4.641 0.138 -2.563
H15 4.265 -2.209 -0.080
H16 6.220 -1.644 1.268
H17 6.694 0.700 1.875
H18 5.182 2.500 1.088
H19 3.232 1.954 -0.283
H20 4.114 -2.549 -1.975
H21 3.931 -4.472 -3.462
H22 1.833 -4.913 -4.689
H23 -0.084 -3.370 -4.435
H24 0.079 -1.433 -2.934
H25 -0.156 2.120 -5.556
H26 -1.708 3.932 -6.209
H27 -2.913 5.212 -4.457
H28 -2.739 4.532 -2.117
H29 0.270 4.056 0.246
H30 0.029 6.225 1.360
H31 -2.217 7.108 1.901
H32 -4.224 5.795 1.302
H33 -4.007 3.649 0.183
H34 -4.315 2.925 -1.945
H35 -5.607 1.675 -3.529
H36 -5.424 -0.830 -3.663
H37 -3.551 -1.968 -2.614
H38 -1.896 0.201 -2.579
S1 -3.924 1.055 0.465
C41 -4.545 -0.523 0.395
N1 -4.999 -1.577 0.442
N2 2.894 -6.325 0.847
C42 2.320 -5.117 0.745
C43 2.758 -4.024 1.508
C44 2.137 -2.814 1.374
N3 1.118 -2.566 0.522
C45 0.701 -3.630 -0.209
C46 1.263 -4.873 -0.147
H39 3.551 -6.520 1.583
H40 2.476 -7.122 0.396
H41 3.556 -4.126 2.229
H42 2.484 -1.984 1.977
H43 -0.119 -3.454 -0.883
H44 0.863 -5.659 -0.770
N4 -1.847 -2.058 -0.378
C47 -1.778 -0.872 -0.817
H45 -2.603 -2.700 -0.646
O2 0.773 -3.211 4.468
S2 -0.275 -3.438 3.521
O3 -0.187 -4.549 2.623
N5 -0.531 -2.030 2.647
C48 -1.815 -1.679 2.711
O4 -2.156 -0.730 1.946
C49 -2.656 -2.433 3.646
C50 -4.003 -2.296 3.935
C51 -4.535 -3.158 4.886
C52 -3.740 -4.116 5.510
C53 -2.391 -4.267 5.201
C54 -1.879 -3.401 4.259
H46 -4.611 -1.561 3.430
H47 -5.582 -3.090 5.143
H48 -4.185 -4.769 6.247
H49 -1.787 -5.024 5.677

ORCA calculation (the ωB97M-V functional and the def2-TZVPD basis) on an isolated molecule of C5H7NO at a distorted geometry.

Results
DFT total energy   -324.58916 Ha
Strongest force on any atom   2.0 eV/A
HOMO energy (alpha / beta)   -8.8858 / -8.8851 eV
ΔE to the lowest compared entry with this formula, charge and spin   355.3 kJ/mol
LUMO (alpha / beta)   -1.07 / -1.07 eV
Orbital gap (alpha / beta)   0.2873 / 0.2873 Ha

Element x y z (Å)
C1 1.788 1.326 -0.994
C2 1.388 1.187 0.272
C3 0.263 0.417 0.735
C4 -0.522 -0.459 0.058
C5 -1.704 -1.133 0.692
N1 -0.169 -0.808 -1.237
O1 -0.860 -1.664 -1.805
H1 2.632 1.952 -1.241
H2 1.308 0.783 -1.797
H3 1.885 1.756 1.047
H4 -0.007 0.589 1.771
H5 -1.859 -0.794 1.712
H6 -2.594 -0.939 0.097
H7 -1.548 -2.213 0.691

ORCA calculation (the ωB97M-V functional and the def2-TZVPD basis) on a cluster of 3 separate species, C6H4O in total at a distorted geometry.

Results
DFT total energy   -305.91298 Ha
Strongest force on any atom   1.6 eV/A
HOMO energy   -8.9385 eV
ΔE to the lowest compared entry with this formula, charge and spin   783.8 kJ/mol
LUMO   -1.16 eV
Orbital gap   0.2858 Ha

Element x y z (Å)
C1 -2.128 -0.317 -0.798
C2 -1.195 0.650 -0.502
C3 -0.229 1.289 -0.089
C4 0.927 1.520 0.537
O1 1.782 2.135 1.004
C5 1.336 -0.974 0.579
C6 2.531 -1.154 0.832
H1 -3.159 -0.090 -0.457
H2 -0.917 -1.244 0.104
H3 -2.162 -0.719 -1.819
H4 3.565 -1.365 1.085

ORCA calculation (the ωB97M-V functional and the def2-TZVPD basis) on a cluster of 2 separate species, C7H19N5 in total at a distorted geometry.

Results
DFT total energy   -551.76950 Ha
Strongest force on any atom   7.4 eV/A
HOMO energy   -8.4756 eV
ΔE to the lowest compared entry with this formula, charge and spin   199.4 kJ/mol
LUMO   0.42 eV
Orbital gap   0.3267 Ha

Element x y z (Å)
C1 1.477 -2.222 -2.724
N1 0.619 -1.052 -2.627
C2 1.108 0.183 -3.232
C3 1.147 0.116 -4.752
C4 0.261 1.347 -2.724
N2 0.334 1.416 -1.260
H1 2.461 -1.963 -2.325
H2 1.632 -2.591 -3.742
H3 1.078 -3.016 -2.106
H4 -0.293 -1.267 -3.015
H5 2.121 0.338 -2.834
H6 1.357 1.105 -5.192
H7 0.170 -0.203 -5.116
H8 1.875 -0.584 -5.170
H9 0.622 2.288 -3.154
H10 -0.774 1.203 -3.111
H11 0.067 0.504 -0.911
H12 -0.345 2.081 -0.895
N3 0.665 0.478 3.494
N4 -0.430 0.312 4.362
C5 -1.039 1.511 4.925
N5 -2.282 1.058 5.482
C6 -2.599 -0.143 4.811
C7 -1.435 -0.451 3.846
H13 1.229 -0.364 3.536
H14 0.358 0.665 2.540
H15 -0.278 2.139 5.484
H16 -3.577 -0.193 4.264
H17 -2.692 -0.990 5.514
H18 -1.129 -1.510 3.829
H19 -1.710 -0.195 2.802

ORCA calculation (the ωB97M-V functional and the def2-TZVPD basis) on a structure of composition C14H13ClF6OZr at a distorted geometry.

Results
DFT total energy   -1723.08343 Ha
Strongest force on any atom   5.3 eV/A
HOMO energy   -7.9388 eV
LUMO   -0.17 eV
Orbital gap   0.2854 Ha

Element x y z (Å)
C1 1.432 1.390 -1.871
C2 0.647 0.362 -2.511
C3 1.127 -0.908 -2.040
H1 -0.147 0.500 -3.240
C4 2.186 -0.676 -1.105
C5 2.373 0.744 -0.992
H2 3.143 1.229 -0.404
H3 1.341 2.463 -2.032
H4 0.789 -1.876 -2.378
H5 2.770 -1.442 -0.610
Zr1 0.175 0.483 -0.140
Cl1 -1.353 2.246 -0.420
C6 -2.021 -1.163 1.592
C7 -0.906 -2.053 1.560
C8 -0.638 -2.386 0.200
H6 -0.350 -2.421 2.426
C9 -1.590 -1.679 -0.622
C10 -2.457 -0.939 0.251
H7 -3.292 -0.314 -0.074
H8 -2.452 -0.700 2.490
H9 0.109 -3.088 -0.169
H10 -1.711 -1.797 -1.701
C11 1.037 -0.174 4.009
C12 1.485 0.755 2.899
O1 0.982 0.413 1.611
C13 0.958 2.200 3.185
F1 1.393 2.730 4.361
F2 1.289 3.066 2.195
F3 -0.411 2.160 3.242
C14 3.045 0.730 2.796
F4 3.684 1.050 3.952
F5 3.420 -0.538 2.443
F6 3.505 1.568 1.823
H11 -0.047 -0.320 3.964
H12 1.309 0.261 4.981
H13 1.533 -1.142 3.884

ORCA calculation (the ωB97M-V functional and the def2-TZVPD basis) on a cluster of 3 separate species, C3H12N2O2 in total at a distorted geometry.

Results
DFT total energy   -381.19623 Ha
Strongest force on any atom   5.6 eV/A
HOMO energy   -8.3686 eV
ΔE to the lowest compared entry with this formula, charge and spin   836.7 kJ/mol
LUMO   -4.17 eV
Orbital gap   0.1544 Ha

Element x y z (Å)
C1 0.663 -0.113 1.949
C2 0.050 -1.278 1.165
O1 0.673 -1.459 -0.017
N1 0.618 1.103 1.235
C3 -0.774 1.636 -1.198
N2 0.562 1.116 -1.358
H1 1.671 -0.533 2.230
H2 0.267 -0.176 2.935
H3 0.081 -2.155 1.706
H4 -1.064 -0.969 0.875
H5 -0.043 -1.576 -0.743
H6 1.548 1.559 1.301
H7 -1.368 1.165 -0.372
H8 -0.917 2.692 -1.051
H9 -1.484 1.161 -2.038
H10 0.975 1.094 -0.437
H11 -0.852 -2.097 -2.554
H12 0.368 0.119 -1.606
O2 -0.972 -1.292 -2.022

ORCA calculation (the ωB97M-V functional and the def2-TZVPD basis) on a cluster of 3 separate species, C30H52F7N2O8P in total at a distorted geometry.

Results
Expectation value of S²   2.009
DFT total energy   -2925.92830 Ha
Strongest force on any atom   5.3 eV/A
Multiplicity   3
HOMO energy (alpha / beta)   -8.9811 / -9.6261 eV
LUMO (alpha / beta)   0.53 / -0.18 eV
Orbital gap (alpha / beta)   0.3497 / 0.3473 Ha

Element x y z (Å)
C1 -3.012 1.035 -3.464
C2 -2.094 2.104 -2.661
O1 -1.068 1.430 -1.878
P1 -1.690 0.938 -0.344
O2 -3.230 1.130 -0.291
C3 -0.931 2.093 0.945
C4 -1.993 2.690 1.990
C5 -1.408 2.855 3.498
C6 -0.223 3.897 3.751
F1 -0.843 5.072 4.314
F2 0.391 4.369 2.531
C7 0.978 3.368 4.664
F3 1.528 2.122 4.212
F4 0.446 3.257 5.996
C8 2.235 4.374 4.782
F5 3.241 3.903 3.879
F6 1.923 5.727 4.581
F7 2.778 4.234 6.076
C9 -2.777 3.196 4.308
O3 -2.434 2.640 5.604
C10 -1.911 1.340 5.237
O4 -1.988 0.278 5.863
O5 -1.282 1.484 3.943
O6 -1.251 -0.693 -0.176
C11 -1.032 -1.078 1.211
C12 -2.431 -1.211 2.059
H1 -3.356 1.449 -4.477
H2 -3.945 0.842 -2.832
H3 -2.453 0.046 -3.578
H4 -1.530 2.693 -3.483
H5 -2.698 2.880 -2.083
H6 -0.040 1.663 1.512
H7 -0.517 2.997 0.351
H8 -2.406 3.704 1.624
H9 -2.922 2.011 2.088
H10 -3.204 4.248 4.226
H11 -3.694 2.554 4.009
H12 -0.613 -2.156 1.178
H13 -0.242 -0.461 1.762
H14 -3.291 -0.680 1.533
H15 -2.194 -0.809 3.102
H16 -2.687 -2.332 2.176
C13 3.702 5.633 -4.667
C14 2.711 4.437 -4.579
C15 3.469 3.091 -4.664
C16 3.932 2.735 -6.067
C17 2.758 2.775 -7.039
C18 2.014 4.127 -7.014
N1 1.653 4.570 -5.627
O7 0.589 3.823 -5.228
C19 2.899 5.184 -7.720
C20 0.772 4.026 -7.939
C21 2.161 4.551 -3.129
H17 3.441 6.422 -3.956
H18 4.727 5.322 -4.451
H19 3.713 6.137 -5.630
H20 2.822 2.280 -4.302
H21 4.333 3.100 -3.991
H22 4.730 3.413 -6.387
H23 4.368 1.731 -6.065
H24 3.124 2.564 -8.050
H25 2.068 1.960 -6.791
H26 2.483 6.189 -7.601
H27 2.963 4.990 -8.795
H28 3.931 5.187 -7.369
H29 0.098 3.215 -7.654
H30 1.070 3.827 -8.973
H31 0.205 4.962 -7.936
H32 1.563 5.459 -3.000
H33 2.983 4.588 -2.409
H34 1.541 3.696 -2.847
C22 -1.261 -6.926 5.308
C23 -1.787 -6.444 3.926
C24 -2.414 -7.618 3.138
C25 -1.391 -8.566 2.532
C26 -0.393 -7.794 1.677
C27 0.289 -6.647 2.454
N2 -0.690 -5.763 3.170
O8 -1.274 -4.966 2.235
C28 1.305 -7.265 3.446
C29 1.188 -5.851 1.471
C30 -2.952 -5.490 4.313
H35 -1.495 -6.207 6.099
H36 -1.703 -7.884 5.594
H37 -0.181 -7.039 5.363
H38 -3.038 -7.225 2.324
H39 -3.093 -8.186 3.783
H40 -0.881 -9.128 3.321
H41 -1.903 -9.309 1.911
H42 0.361 -8.490 1.293
H43 -0.915 -7.397 0.799
H44 1.708 -6.505 4.121
H45 2.155 -7.705 2.915
H46 0.888 -8.079 4.040
H47 0.634 -5.455 0.616
H48 1.975 -6.488 1.057
H49 1.678 -5.014 1.980
H50 -2.583 -4.600 4.832
H51 -3.655 -5.997 4.979
H52 -3.530 -5.160 3.446